Record 1
{"formula": "C20H59F2N6O11PbS2", "method": "wB97M-V/def2-TZVPD", "homo_energy_ev": [-12.59, -12.59], "e_tot_ha": -3141.68215, "s2": 0.76, "homo_lumo_gap_ha": [0.200, 0.091], "molar_mass_g_mol": 869.05, "largest_force_ev_per_a": 11.84, "charge": 2, "multiplicity": 2, "symbols": ["Pb", "N", "S", "O", "O", "F", "S", "O", "O", "F", "O", "H", "H", "O", "H", "H", "C", "C", "C", "O", "C", "N", "H", "H", "H", "H", "H", "H", "H", "H", "H", "H", "H", "C", "C", "C", "O", "C", "N", "H", "H", "H", "H", "H", "H", "H", "H", "H", "H", "H", "C", "C", "C", "O", "C", "N", "H", "H", "H", "H", "H", "H", "H", "H", "H", "H", "H", "C", "C", "C", "O", "C", "N", "H", "H", "H", "H", "H", "H", "H", "H", "H", "H", "H", "C", "C", "C", "O", "C", "N", "H", "H", "H", "H", "H", "H", "H", "H", "H", "H", "H"], "xyz": [[4.28791, 1.15005, -0.03667], [2.26940, 0.44262, 1.00746], [1.56359, -0.88616, 0.82569], [0.30400, -0.93882, 0.09342], [1.73471, -1.89883, 1.87556], [2.55788, -1.41253, -0.33371], [1.10525, 1.12895, 2.04121], [1.61293, 2.27569, 2.81185], [0.04056, 0.36254, 2.66627], [0.27615, 1.90728, 0.90143], [4.82996, -0.51003, -1.92192], [5.57838, -0.04109, -2.29093], [5.17461, -1.37489, -1.69948], [0.93763, -4.18622, 0.70159], [0.27491, -4.19307, 0.01095], [0.57688, -3.60908, 1.37463], [-1.75172, -4.96615, 2.84184], [-1.34755, -3.70334, 3.52487], [-0.06821, -3.99872, 4.40976], [0.33616, -2.75966, 4.90752], [1.64565, -2.86373, 5.55708], [-1.06079, -2.78821, 2.38071], [-0.95295, -5.19583, 2.13665], [-2.63018, -4.87258, 2.20336], [-1.85322, -5.89434, 3.40423], [-2.22597, -3.41634, 4.10288], [0.65227, -4.31160, 3.65403], [-0.13147, -4.82079, 5.12272], [2.21942, -1.93730, 5.58226], [2.30022, -3.46706, 4.92808], [1.49997, -3.33389, 6.52961], [-1.81106, -2.43416, 1.80466], [-0.77354, -1.98687, 2.92426], [-3.09048, 3.21017, 1.79415], [-4.45842, 2.48361, 1.90318], [-4.53014, 1.06605, 1.20583], [-5.90899, 0.60591, 1.14038], [-6.59164, 0.91155, -0.07873], [-4.74986, 2.34670, 3.32635], [-2.88781, 3.42406, 0.74473], [-2.28062, 2.63941, 2.24854], [-3.13702, 4.21785, 2.20711], [-5.24926, 3.12341, 1.51158], [-3.83756, 0.42778, 1.75450], [-4.07138, 1.18702, 0.22451], [-6.96791, 1.93245, -0.14415], [-7.35770, 0.14542, -0.19835], [-6.01108, 0.89132, -1.00103], [-5.55718, 1.75287, 3.45172], [-3.97596, 1.76050, 3.60481], [4.48974, 5.64741, 0.87487], [4.65073, 4.13765, 1.03939], [4.90715, 3.61278, 2.48646], [5.35021, 2.31516, 2.33715], [5.34135, 1.55523, 3.56223], [3.50356, 3.53646, 0.56432], [5.49952, 6.05505, 0.82702], [4.13715, 6.10617, 1.79862], [3.95125, 5.94304, -0.02554], [5.50029, 3.81862, 0.43558], [4.05196, 3.66823, 3.16001], [5.73920, 4.19320, 2.88509], [5.45874, 2.16906, 4.45529], [6.09530, 0.76859, 3.59141], [4.36497, 1.07586, 3.63276], [3.23857, 3.99454, -0.29594], [2.70111, 3.46806, 1.17381], [-1.94669, 1.69475, -1.46667], [-1.04637, 1.46858, -2.62585], [-1.72757, 1.09386, -4.03136], [-0.70351, 1.02374, -4.98869], [-0.97061, 1.21322, -6.39236], [-0.26148, 2.70317, -2.81323], [-2.42461, 2.67145, -1.54251], [-1.42548, 1.48847, -0.53185], [-2.69063, 0.89892, -1.43038], [-0.24402, 0.81567, -2.28232], [-2.39819, 1.88308, -4.37124], [-2.30243, 0.16782, -4.04025], [-1.54690, 2.11123, -6.61500], [-1.51956, 0.43377, -6.92075], [-0.01299, 1.24447, -6.91205], [0.15539, 2.60122, -3.72751], [-0.90797, 3.47061, -2.92799], [1.25142, -2.39471, -3.40720], [-0.21184, -2.42488, -2.98573], [-1.22820, -3.11040, -4.00295], [-1.50404, -2.39023, -5.27931], [-0.58343, -2.86290, -6.17561], [-0.35730, -3.06891, -1.72632], [1.87471, -2.29772, -2.51826], [1.49406, -1.65182, -4.16704], [1.54665, -3.34025, -3.86208], [-0.57786, -1.39828, -2.97084], [-2.22926, -3.07414, -3.57322], [-0.98176, -4.15294, -4.20412], [-0.81963, -2.55523, -7.19427], [-0.49694, -3.94085, -6.03913], [0.43554, -2.54282, -5.95806], [0.19443, -2.51583, -1.08618], [-1.32249, -2.91911, -1.46927]], "atomic_forces_ev_per_a": [[-0.1, 0.8, 1.1], [-0.8, 3.8, 2.9], [-2.4, -11.4, -2.1], [1.6, 1.7, 1.4], [0.3, 3.6, -1.5], [0.6, 0.7, 0.3], [-2.5, 5.6, 2.2], [0.5, -2.7, -1.6], [2.7, 0.1, -1.1], [0.8, -0.5, 0.2], [-0.2, 0.5, 0.2], [0.4, 0.0, -0.6], [0.0, -0.7, 0.0], [0.7, -0.5, -0.3], [-0.2, -0.2, -0.4], [-0.5, 0.2, 0.4], [0.4, -1.8, -1.2], [-0.9, -1.7, -0.2], [-0.9, 1.2, -2.6], [1.6, 0.7, 1.3], [-0.7, -0.5, -1.0], [1.3, 0.8, 2.1], [0.1, -0.1, -0.1], [-0.3, 0.2, 0.2], [-0.2, 0.3, 0.6], [0.3, 0.6, 0.5], [0.4, -0.3, -0.1], [-0.6, 0.2, 0.3], [-0.9, 0.5, 0.4], [-0.1, -0.6, 0.0], [0.3, 0.2, 0.1], [-0.7, -0.7, 0.3], [0.6, 0.8, -0.5], [-0.5, -0.2, -1.1], [-0.2, 3.4, 2.0], [-1.8, -1.2, -0.5], [3.2, 0.9, -0.1], [-0.2, -0.1, -0.9], [0.8, -2.5, -2.9], [0.3, -0.5, -0.1], [0.0, 0.0, -0.1], [-0.3, -0.3, 0.5], [-0.1, -0.2, -0.6], [-0.7, -0.5, 0.3], [-0.3, 0.4, -0.2], [-0.5, 0.1, 0.8], [-0.2, 0.4, 0.3], [0.8, -0.6, 0.3], [-1.0, 0.5, 0.6], [0.6, 0.4, 1.6], [1.8, 0.3, 1.2], [1.2, 1.6, 2.1], [0.7, 2.0, -1.0], [0.4, -2.3, -0.3], [-0.7, -0.4, 0.3], [-2.4, -3.2, -2.5], [0.1, 0.3, -0.4], [-0.8, 0.0, -0.2], [-0.1, -0.1, 0.2], [0.3, -0.1, 0.0], [-0.3, 0.2, -0.2], [-0.1, 0.3, 0.4], [0.2, 0.3, -0.2], [0.2, 0.3, -0.5], [-0.1, -0.1, 0.2], [-0.6, 0.0, -0.2], [-0.1, 0.3, 0.4], [-0.9, -1.1, 0.4], [0.9, 0.7, -1.7], [0.4, 0.0, 0.5], [0.9, -0.2, -0.8], [-0.2, -0.1, 0.1], [0.0, 0.1, -0.1], [-0.1, 0.0, 0.3], [0.2, 0.8, 0.0], [-0.6, 0.0, -0.4], [-0.5, -1.1, -0.6], [-0.4, 0.4, 0.5], [0.0, -0.3, 0.4], [0.1, 0.4, 0.4], [-0.2, -0.6, 0.7], [0.1, 0.3, 0.4], [0.4, 0.1, -0.2], [-0.2, 0.4, 0.0], [0.1, -0.7, -0.3], [-0.8, 0.3, -2.9], [-0.7, 1.6, -0.2], [0.3, -0.6, 2.7], [1.4, -0.5, -1.0], [-0.2, -0.3, 0.4], [0.1, 0.3, -0.1], [-0.2, 0.3, 0.3], [-0.1, -0.3, 0.1], [0.0, 0.4, 0.1], [0.1, -0.2, 0.6], [0.2, 0.0, 0.0], [-0.2, -0.2, 0.1], [-0.2, -0.4, -0.9], [0.2, 0.5, 0.0], [-0.1, -0.3, 0.3], [-0.2, -0.2, 0.5]], "mulliken_charge": [1.401, 0.121, 0.753, 0.024, -0.530, -0.419, 0.593, -0.584, -0.457, -0.219, -0.537, 0.328, 0.332, -0.654, 0.329, 0.116, -1.475, 0.338, -0.621, -0.301, -0.809, -0.115, 0.300, 0.370, 0.397, 0.325, 0.286, 0.493, 0.227, 0.358, 0.329, 0.066, 0.032, -1.031, 0.028, 0.339, -0.305, -0.654, -0.337, 0.235, 0.260, 0.390, 0.355, 0.482, -0.284, 0.331, 0.311, 0.282, 0.354, 0.327, -1.460, 0.112, -0.568, -0.315, -0.800, -0.322, 0.409, 0.349, 0.405, 0.267, 0.473, 0.426, 0.377, 0.284, 0.292, 0.272, 0.080, -1.057, 1.150, -1.127, -0.247, -0.883, -0.866, 0.378, 0.163, 0.355, -0.405, 0.673, 0.280, 0.337, 0.296, 0.293, 0.284, 0.307, -1.461, 2.151, -1.247, -0.300, -0.721, -0.577, 0.221, 0.337, 0.413, -0.975, 0.336, 0.461, 0.286, 0.370, 0.216, 0.173, 0.222]}

***

Record 2
{"formula": "C3H11NOS", "method": "wB97M-V/def2-TZVPD", "homo_energy_ev": -8.45, "e_tot_ha": -649.05131, "homo_lumo_gap_ha": 0.340, "molar_mass_g_mol": 109.19, "largest_force_ev_per_a": 1.33, "charge": 0, "multiplicity": 1, "symbols": ["C", "S", "C", "H", "H", "H", "H", "H", "H", "N", "C", "O", "H", "H", "H", "H", "H"], "xyz": [[-1.33544, -1.26757, -3.58050], [0.02085, -0.98552, -2.42448], [1.15078, -2.36325, -2.82983], [-1.07126, -0.85345, -4.55015], [-2.15989, -0.67550, -3.18750], [-1.65158, -2.30567, -3.65446], [2.00481, -1.95114, -3.37317], [1.53687, -2.74331, -1.89647], [0.63482, -3.10697, -3.42668], [0.90955, 1.41742, 4.19207], [-0.13605, 1.81911, 3.25439], [-0.93872, 2.87904, 3.71135], [1.68053, 2.07501, 4.16135], [0.56075, 1.43433, 5.14144], [0.36211, 2.05909, 2.32173], [-0.73176, 0.93475, 3.02769], [-0.83639, 3.63363, 3.11322]], "atomic_forces_ev_per_a": [[0.1, 0.5, 0.0], [0.0, -0.5, 0.2], [0.2, 1.1, -0.2], [-0.1, -0.2, -0.2], [-0.1, -0.1, 0.0], [0.1, 0.0, 0.1], [-0.2, -0.2, -0.2], [-0.1, -0.4, 0.2], [0.0, -0.2, 0.1], [-0.2, 0.3, -0.4], [1.0, -0.8, 0.1], [-0.3, 0.6, -0.3], [-0.1, 0.0, 0.0], [-0.2, -0.1, 0.0], [0.1, 0.2, -0.2], [-0.4, 0.1, 0.3], [-0.1, -0.3, 0.3]], "mulliken_charge": [-0.807, -0.079, -0.718, 0.275, 0.278, 0.290, 0.247, 0.273, 0.241, -0.566, -0.241, -0.527, 0.235, 0.233, 0.309, 0.239, 0.318]}

***

Record 3
{"formula": "C33H30Cl2N3O6S2Zr", "method": "wB97M-V/def2-TZVPD", "homo_energy_ev": -10.74, "e_tot_ha": -3654.99954, "homo_lumo_gap_ha": 0.265, "molar_mass_g_mol": 790.88, "largest_force_ev_per_a": 0.13, "charge": 1, "multiplicity": 1, "symbols": ["Zr", "C", "O", "C", "C", "C", "C", "C", "C", "N", "N", "C", "C", "C", "C", "O", "C", "N", "C", "C", "C", "C", "H", "H", "H", "H", "H", "H", "H", "H", "H", "H", "H", "H", "Cl", "C", "C", "C", "C", "C", "Cl", "C", "S", "H", "H", "H", "C", "C", "C", "C", "C", "C", "C", "S", "O", "O", "O", "H", "H", "H", "H", "H", "H", "H", "C", "C", "C", "O", "C", "H", "H", "H", "H", "H", "H", "H", "H"], "xyz": [[-2.02663, 1.12408, -0.33458], [3.42202, -4.79214, -2.82953], [2.61618, -4.63349, -1.66889], [3.07529, -3.81764, -0.68936], [2.32440, -3.80330, 0.48834], [2.68175, -2.98163, 1.53637], [3.81597, -2.17617, 1.43071], [4.60044, -2.24728, 0.29180], [4.22284, -3.03759, -0.78602], [4.31189, -1.35904, 2.50332], [3.58640, -0.55925, 3.10510], [2.23272, -0.32021, 2.68127], [1.19844, -0.57203, 3.53809], [-0.13912, -0.29684, 3.18254], [-0.42212, 0.26012, 1.96522], [-1.66229, 0.59503, 1.56102], [0.64502, 0.57409, 1.08613], [0.29770, 1.15982, -0.10049], [1.25014, 1.55850, -0.91766], [2.61054, 1.38349, -0.62868], [2.97369, 0.75660, 0.53249], [1.98060, 0.31773, 1.43555], [2.90848, -5.51595, -3.45452], [4.41080, -5.17396, -2.56894], [3.52352, -3.84928, -3.37213], [1.47945, -4.47472, 0.56907], [2.10514, -2.99779, 2.45061], [5.51939, -1.67558, 0.25073], [4.84388, -3.06135, -1.66908], [1.41615, -1.00520, 4.50616], [-0.94567, -0.50871, 3.87180], [0.93813, 2.04243, -1.83506], [3.35081, 1.74725, -1.32622], [4.01876, 0.61722, 0.77496], [-1.49845, 1.09037, -3.08107], [-2.43116, -0.34027, -3.51522], [-1.98732, -1.08695, -4.58681], [-2.70628, -2.21801, -4.94139], [-3.82948, -2.57631, -4.21510], [-4.24642, -1.80231, -3.14227], [-5.64437, -2.30377, -2.26138], [-3.56385, -0.64102, -2.75619], [-4.14197, 0.38066, -1.44550], [-1.10594, -0.78349, -5.13461], [-2.39109, -2.81828, -5.78329], [-4.39775, -3.45846, -4.47469], [-0.05270, 6.81098, 4.40211], [-0.72794, 6.04989, 3.29782], [-0.93180, 4.67531, 3.39299], [-1.56552, 3.97452, 2.38077], [-1.99489, 4.66958, 1.25811], [-1.81605, 6.04236, 1.13709], [-1.18014, 6.71961, 2.16041], [-2.73388, 3.81462, -0.06828], [-3.55300, 4.67648, -0.83623], [-3.38587, 2.58580, 0.50842], [-1.60226, 3.16162, -0.85489], [0.30497, 6.14465, 5.18465], [-0.74359, 7.52463, 4.85316], [0.79589, 7.37818, 4.01837], [-0.60207, 4.14733, 4.27890], [-1.74795, 2.91150, 2.47296], [-2.17899, 6.56435, 0.26238], [-1.03714, 7.79003, 2.08083], [-1.37734, -3.35728, -0.23386], [-0.60752, -3.07735, -1.52331], [-0.23009, -1.62546, -1.33921], [-1.39863, -1.03306, -0.68939], [-2.20488, -2.09835, -0.07045], [-0.68671, -3.47434, 0.60302], [-2.00781, -4.24233, -0.29051], [-1.26070, -3.18800, -2.39228], [0.26789, -3.71153, -1.65435], [-0.05132, -1.08288, -2.26409], [0.62657, -1.51410, -0.66923], [-3.14872, -2.14962, -0.61030], [-2.38845, -1.80649, 0.96183]], "atomic_forces_ev_per_a": [[0.1, 0.0, -0.1], [0.0, 0.0, 0.0], [0.0, 0.0, 0.0], [0.0, 0.0, 0.0], [0.0, 0.0, 0.0], [0.0, 0.0, 0.0], [0.0, 0.0, 0.0], [0.0, 0.0, 0.0], [0.0, 0.0, 0.0], [0.0, 0.0, 0.0], [0.0, 0.0, 0.0], [0.0, 0.0, 0.0], [0.0, 0.0, 0.0], [0.0, 0.0, 0.0], [-0.1, 0.0, 0.0], [0.0, 0.0, -0.1], [0.0, 0.0, 0.0], [0.0, 0.0, 0.0], [0.0, 0.0, 0.0], [0.0, 0.0, 0.0], [0.0, 0.0, 0.0], [0.0, 0.0, 0.0], [0.0, 0.0, 0.0], [0.0, 0.0, 0.0], [0.0, 0.0, 0.0], [0.0, 0.0, 0.0], [0.0, 0.0, 0.0], [0.0, 0.0, 0.0], [0.0, 0.0, 0.0], [0.0, 0.0, 0.0], [0.0, 0.0, 0.0], [0.0, 0.0, 0.0], [0.0, 0.0, 0.0], [0.0, 0.0, 0.0], [0.0, 0.0, 0.0], [0.0, 0.0, 0.1], [0.0, 0.0, 0.0], [0.0, 0.0, 0.0], [0.0, 0.0, 0.0], [0.0, 0.0, 0.0], [0.0, 0.0, 0.0], [0.0, 0.0, 0.0], [-0.1, -0.1, 0.0], [0.0, 0.0, 0.0], [0.0, 0.0, 0.0], [0.0, 0.0, 0.0], [0.0, 0.0, 0.0], [0.0, 0.0, 0.0], [0.0, 0.0, 0.0], [0.0, 0.0, 0.0], [0.0, 0.0, 0.0], [0.0, 0.0, 0.0], [0.0, 0.0, 0.0], [0.0, 0.1, 0.0], [0.0, 0.0, 0.0], [0.0, 0.0, 0.0], [0.0, 0.0, 0.0], [0.0, 0.0, 0.0], [0.0, 0.0, 0.0], [0.0, 0.0, 0.0], [0.0, 0.0, 0.0], [0.0, 0.0, 0.0], [0.0, 0.0, 0.0], [0.0, 0.0, 0.0], [0.0, 0.0, 0.0], [0.0, 0.0, 0.0], [0.0, 0.0, 0.0], [0.0, 0.0, 0.0], [0.0, 0.0, 0.0], [0.0, 0.0, 0.0], [0.0, 0.0, 0.0], [0.0, 0.0, 0.0], [0.0, 0.0, 0.0], [0.0, 0.0, 0.0], [0.0, 0.0, 0.0], [0.0, 0.0, 0.0], [0.0, 0.0, 0.0]], "mulliken_charge": [-0.123, -0.993, -0.407, 0.471, -0.337, 0.231, -0.280, -0.586, -0.814, -0.354, -0.576, -0.219, -0.535, -1.096, 1.608, -1.059, 0.180, 0.590, -0.410, -1.469, -0.580, 0.814, 0.249, 0.401, 0.360, 0.650, 0.575, 0.485, 0.511, 0.522, 0.639, 0.495, 0.468, 0.692, -0.100, 0.698, -0.739, -0.515, -0.714, 0.444, -0.149, -0.294, -0.167, 0.468, 0.414, 0.451, -1.423, 0.912, -0.958, -0.305, 0.034, -0.729, -0.678, 1.961, -0.618, -0.660, -0.670, 0.358, 0.342, 0.352, 0.347, 0.589, 0.486, 0.422, -0.825, -0.385, -0.518, 1.522, -0.405, 0.263, 0.449, 0.210, 0.255, 0.359, -0.032, 0.076, 0.371]}

***

Which of these has the highest multiplicity? C20H59F2N6O11PbS2